Formula: C2H3N2OS
Source: the Open Molecules 2025 dataset
Level of theory: wB97M-V/def2-TZVPD

Structure (XYZ):
```
9
Properties=species:S:1:pos:R:3
S 3.793 0.252 -0.056
O -2.715 0.540 -0.638
N 2.064 0.042 -0.165
N -2.109 0.455 0.425
C -0.373 0.025 0.143
C 1.010 0.713 0.181
H -0.455 -0.950 0.691
H -0.233 -0.124 -0.937
H 0.962 1.821 0.498
```

Calculated values
**LUMO energy**: 0.098 Eh
**HOMO level**: -0.08875 Eh
**E**: -17981.2800 eV
**Energy relative to the best compared isomer or geometry (same formula, charge and spin)**: 96.87 kcal per mole
**Net charge**: -1

***

Formula: C41H73FN3O4Si
Source: the Open Molecules 2025 dataset
Level of theory: wB97M-V/def2-TZVPD

Structure (XYZ):
```
123
Properties=species:S:1:pos:R:3
Si 6.356 2.453 -7.393
F 0.862 1.696 0.234
O -8.182 -4.980 6.983
O -1.130 1.724 5.347
O -0.735 -0.192 -0.233
O -0.108 -0.554 -2.329
N 2.427 0.624 -1.002
N -7.279 -5.395 6.143
N -1.266 0.432 5.354
C 7.345 2.193 -9.001
C 6.014 4.113 -4.192
C -2.380 -1.398 6.627
C 4.654 3.070 -7.919
C -2.447 0.087 6.197
C 2.424 3.891 -7.461
C -3.821 -0.233 4.063
C 4.305 2.069 -1.952
C 6.341 0.788 -6.509
C -5.898 -3.581 7.156
C -9.100 -6.934 5.404
C 6.749 2.849 -3.702
C 3.636 3.411 -7.045
C 5.405 3.049 -1.498
C 4.367 3.205 -9.265
C -8.544 -4.943 4.023
C 3.156 3.683 -9.699
C 2.714 -0.422 -3.343
C 0.865 2.390 -1.979
C -0.158 0.555 3.111
C -6.986 -6.916 4.188
C 6.772 2.827 -2.145
C -6.941 -3.228 4.922
C -2.447 0.875 7.508
C 2.183 4.047 -8.806
C -5.023 -4.807 5.260
C 1.098 1.156 -1.059
C -7.967 -6.004 4.966
C 3.487 1.563 -0.741
C -2.613 0.216 3.243
C -7.549 -3.842 3.664
C -3.772 0.352 5.474
C 7.335 3.802 -6.460
C 2.768 -0.535 -1.796
C 6.492 4.716 -5.542
C -0.984 -1.575 3.895
C -1.280 -0.064 3.937
C 0.466 2.072 -3.401
C -6.335 -4.271 5.865
C -0.015 0.050 -1.232
C 1.097 2.721 -4.414
H -1.354 -1.766 6.642
H -2.626 -0.277 2.269
H 5.076 2.940 -10.042
H -0.126 0.092 2.123
H -4.273 -4.016 5.225
H 1.238 3.799 -4.273
H 8.222 3.377 -5.984
H 1.221 4.454 -9.101
H 3.675 2.515 -2.730
H -6.175 -2.501 4.640
H -6.192 -7.291 4.835
H -2.579 1.945 7.352
H 7.106 5.595 -5.302
H 7.710 4.447 -7.271
H 7.280 1.914 -1.817
H -2.705 1.288 3.041
H -0.082 -1.812 4.462
H -6.763 -4.229 3.009
H 6.177 1.966 -4.002
H -2.974 -2.049 5.986
H -0.821 -1.894 2.866
H 7.259 0.649 -5.926
H -7.718 -2.663 5.448
H -8.902 -5.422 3.108
H -4.600 -0.053 6.064
H 2.987 3.785 -10.767
H 5.054 4.083 -1.574
H -4.738 0.093 3.567
H 8.393 1.950 -8.809
H -0.318 1.370 -3.663
H -3.944 1.431 5.406
H -5.487 -4.297 7.869
H -8.059 -3.064 3.091
H 2.190 -1.423 -1.523
H -9.912 -6.400 5.896
H 2.829 0.602 -3.697
H 1.507 2.220 -5.289
H 1.677 4.159 -6.722
H -9.531 -7.428 4.533
H 1.699 3.092 -1.989
H 3.126 2.445 -0.199
H 6.861 1.492 -9.685
H -7.494 -7.795 3.791
H 5.539 2.886 -0.417
H -2.763 -1.540 7.640
H 5.471 0.655 -5.858
H -1.798 -2.194 4.274
H 7.350 3.172 -9.504
H 7.406 3.682 -1.857
H 6.333 -0.031 -7.238
H -0.297 1.623 2.947
H -6.713 -3.045 7.643
H -4.616 -5.618 5.868
H 0.021 2.924 -1.510
H 4.936 3.927 -4.178
H 3.778 3.301 -5.971
H -5.124 -2.844 6.939
H 5.650 5.116 -6.117
H 4.208 1.090 -0.053
H 7.791 2.783 -4.019
H 0.816 0.406 3.585
H -6.528 -6.420 3.332
H -3.273 0.545 8.140
H -9.421 -4.478 4.487
H 3.807 -0.799 -1.547
H -8.734 -7.707 6.083
H 6.188 4.882 -3.428
H 1.846 -0.906 -3.788
H -3.871 -1.327 4.101
H 3.596 -0.955 -3.741
H -1.518 0.720 8.061
H 4.774 1.190 -2.415
H -5.125 -5.165 4.239
```

Calculated values
**LUMO energy (alpha / beta)**: 0.079 / 0.054 Eh
**HOMO level (alpha / beta)**: -0.17616 / -0.17616 Eh
**E**: -66953.9345 eV
**<S²>**: 2.008
**Energy relative to the best compared isomer or geometry (same formula, charge and spin)**: 0.00 kcal per mole
**Net charge**: -1
**2S+1**: 3

***

Formula: C17H17IrN2O5
Source: the Open Molecules 2025 dataset
Level of theory: wB97M-V/def2-TZVPD

Structure (XYZ):
```
42
Properties=species:S:1:pos:R:3
Ir 0.225 0.306 -0.065
O -0.895 2.243 -0.385
O -1.405 -1.841 2.719
O -1.460 -0.489 0.910
O -1.387 4.284 0.426
O 1.720 1.476 1.276
N 0.710 -1.961 -0.445
N -0.971 1.745 2.556
C -1.971 2.414 1.848
C -1.345 3.084 0.442
C -1.350 -0.767 2.182
C 0.515 -1.113 -2.662
C 0.192 -3.567 -2.106
C 0.646 -1.263 -4.035
C 0.161 -4.558 -1.140
C -1.224 0.460 3.155
C 0.458 0.181 -2.132
C 0.635 1.135 -4.321
C 0.706 -0.145 -4.857
C 0.476 -2.264 -1.730
C 0.204 2.509 2.959
C 0.679 -2.915 0.490
C 1.505 1.773 2.678
C 0.502 1.304 -2.950
C 0.417 -4.233 0.183
H -0.075 -5.577 -1.418
H 2.329 2.382 3.041
H -2.782 1.739 1.589
H 0.810 -0.274 -5.925
H 0.407 2.299 -2.534
H 0.672 2.002 -4.968
H 0.152 2.730 4.030
H 1.551 0.812 3.184
H -0.025 -3.799 -3.139
H -2.312 3.308 2.372
H 0.403 -4.977 0.966
H -2.190 0.480 3.664
H 0.876 -2.613 1.510
H 1.990 2.274 0.800
H 0.188 3.458 2.423
H 0.719 -2.252 -4.470
H -0.453 0.212 3.877
```

Calculated values
**LUMO energy (alpha / beta)**: -0.108 / -0.243 Eh
**HOMO level (alpha / beta)**: -0.39877 / -0.43400 Eh
**E**: -33949.9813 eV
**<S²>**: 8.769
**Net charge**: +1
**2S+1**: 6

***

Formula: C37H73Li5O16P
Source: the Open Molecules 2025 dataset
Level of theory: wB97M-V/def2-TZVPD

Structure (XYZ):
```
132
Properties=species:S:1:pos:R:3
P -20.766 -14.580 -17.666
O -24.317 -14.069 -18.410
O -22.804 -12.755 -12.607
O -22.606 -16.258 -20.788
O -20.929 -18.774 -18.567
O -21.215 -13.659 -18.822
O -21.669 -15.870 -17.692
O -21.300 -17.500 -22.141
O -23.417 -16.015 -15.430
O -18.063 -13.106 -20.643
O -19.002 -9.492 -17.592
O -20.734 -13.043 -22.166
O -17.345 -13.240 -16.051
O -20.653 -14.043 -16.246
O -20.460 -16.135 -20.510
O -19.376 -15.106 -18.087
O -18.305 -17.700 -18.969
C -23.361 -11.594 -11.975
C -16.588 -12.926 -13.918
C -16.326 -18.774 -19.885
C -21.247 -10.108 -17.670
C -22.893 -13.342 -22.967
C -22.274 -20.404 -17.567
C -16.178 -13.473 -15.297
C -15.992 -17.540 -19.035
C -21.569 -19.058 -17.331
C -22.221 -12.347 -13.850
C -17.825 -11.887 -21.341
C -21.419 -21.033 -18.655
C -25.118 -16.787 -13.986
C -22.864 -12.312 -21.818
C -17.852 -11.927 -15.756
C -21.424 -11.846 -21.828
C -25.097 -17.550 -15.296
C -24.155 -13.174 -17.313
C -15.743 -12.797 -20.493
C -25.335 -12.215 -17.413
C -21.449 -16.579 -21.116
C -24.507 -16.509 -16.220
C -21.420 -13.720 -23.205
C -17.205 -17.373 -18.117
C -25.635 -13.960 -18.996
C -23.763 -16.048 -14.037
C -25.816 -12.462 -18.855
C -17.864 -18.760 -19.815
C -21.181 -8.755 -16.976
C -23.758 -10.734 -13.152
C -19.687 -8.761 -16.598
C -19.902 -10.202 -18.408
C -16.969 -13.353 -19.784
C -16.309 -11.889 -21.593
C -17.419 -11.698 -14.297
C -22.496 -10.849 -13.989
C -21.143 -19.821 -19.521
Li -18.796 -14.611 -16.264
Li -22.621 -14.934 -19.214
Li -21.541 -15.645 -15.756
Li -19.704 -14.234 -19.903
Li -20.222 -16.859 -18.526
H -15.295 -12.956 -15.690
H -21.148 -12.535 -13.907
H -15.937 -14.536 -15.317
H -18.112 -11.072 -20.667
H -24.204 -13.707 -16.361
H -17.412 -11.192 -16.428
H -22.752 -12.804 -14.689
H -17.188 -13.710 -13.451
H -21.225 -10.922 -16.938
H -23.086 -16.578 -13.363
H -22.193 -17.301 -22.488
H -15.055 -17.630 -18.483
H -16.917 -14.427 -19.582
H -25.584 -14.237 -20.048
H -15.159 -13.600 -20.937
H -15.146 -12.194 -19.808
H -19.642 -11.255 -18.522
H -21.112 -11.511 -20.840
H -15.847 -19.647 -19.444
H -21.425 -8.015 -17.740
H -23.277 -12.852 -23.863
H -22.279 -21.024 -16.668
H -21.087 -13.490 -24.221
H -18.181 -19.708 -19.369
H -21.273 -11.063 -22.578
H -22.101 -10.276 -18.327
H -23.569 -11.488 -21.936
H -26.079 -12.582 -16.699
H -26.840 -12.085 -18.881
H -24.610 -11.227 -13.625
H -23.322 -20.248 -17.827
H -25.983 -16.132 -13.886
H -19.499 -9.295 -15.653
H -21.205 -14.783 -23.085
H -20.526 -21.421 -18.160
H -21.815 -8.673 -16.097
H -15.778 -12.686 -13.231
H -24.420 -18.404 -15.240
H -22.287 -18.309 -16.994
H -22.527 -10.563 -15.040
H -19.213 -7.796 -16.402
H -21.914 -21.879 -19.129
H -25.230 -15.756 -16.544
H -25.180 -17.484 -13.149
H -24.232 -11.922 -11.409
H -18.339 -18.649 -20.788
H -15.896 -16.613 -19.603
H -25.147 -11.193 -17.086
H -26.069 -17.896 -15.650
H -18.423 -11.819 -22.245
H -26.399 -14.574 -18.515
H -24.134 -16.895 -17.170
H -24.012 -9.714 -12.863
H -18.938 -11.913 -15.854
H -22.025 -19.638 -20.138
H -23.917 -15.067 -13.583
H -23.083 -12.807 -20.869
H -16.771 -10.823 -14.401
H -23.501 -14.212 -22.726
H -15.868 -10.896 -21.647
H -19.991 -9.702 -19.380
H -17.170 -12.968 -18.775
H -20.235 -19.922 -20.108
H -17.097 -17.952 -17.193
H -23.193 -12.692 -17.496
H -15.989 -18.736 -20.920
H -17.281 -16.331 -17.805
H -20.836 -19.188 -16.527
H -16.056 -12.400 -22.523
H -21.710 -10.251 -13.520
H -25.211 -11.924 -19.583
H -18.169 -11.403 -13.566
H -22.601 -11.172 -11.311
```

Calculated values
**LUMO energy**: -0.096 Eh
**HOMO level**: -0.41216 Eh
**E**: -82635.2415 eV
**Energy relative to the best compared isomer or geometry (same formula, charge and spin)**: 0.00 kcal per mole
**Net charge**: +1

***

Formula: C3HNO3
Source: the Open Molecules 2025 dataset
Level of theory: wB97M-V/def2-TZVPD

Structure (XYZ):
```
8
Properties=species:S:1:pos:R:3
O 2.677 0.091 0.495
O -0.020 -1.580 -0.833
O -1.885 -1.390 -2.174
N 0.519 0.943 0.908
C 1.533 0.306 0.633
C -0.976 -1.497 -1.465
C -0.736 1.108 1.029
H -1.111 2.019 1.406
```

Calculated values
**LUMO energy**: -0.028 Eh
**HOMO level**: -0.30251 Eh
**E**: -10756.7896 eV
**Energy relative to the best compared isomer or geometry (same formula, charge and spin)**: 45.63 kcal per mole

***

Formula: C3H6O
Source: the Open Molecules 2025 dataset
Level of theory: wB97M-V/def2-TZVPD

Structure (XYZ):
```
10
Properties=species:S:1:pos:R:3
O 0.951 -0.694 0.990
C -1.264 0.239 0.156
C 0.060 -0.415 -0.070
C 1.410 0.142 -0.071
H -0.102 -1.146 -0.867
H -2.034 -0.524 0.305
H 1.640 1.187 0.136
H 2.120 -0.373 -0.720
H -1.447 0.635 -0.848
H -1.335 0.950 0.989
```

Calculated values
**LUMO energy**: 0.043 Eh
**HOMO level**: -0.37205 Eh
**E**: -5254.1392 eV
**Energy relative to the best compared isomer or geometry (same formula, charge and spin)**: 35.86 kcal per mole

***

Formula: C8H19NO
Source: the Open Molecules 2025 dataset
Level of theory: wB97M-V/def2-TZVPD

Structure (XYZ):
```
29
Properties=species:S:1:pos:R:3
O -1.291 -1.414 1.019
N 0.979 -1.231 1.084
C 1.169 0.254 1.288
C -0.251 -2.384 2.936
C -1.997 1.670 -1.187
C 2.594 -1.288 -0.829
C -1.691 3.174 -0.809
C -0.282 -1.570 1.671
C 1.346 -1.917 -0.131
C -1.335 1.502 -2.575
H 0.338 0.579 1.949
H -1.511 1.202 -0.330
H 2.285 -0.579 -1.579
H 0.974 0.798 0.353
H 1.467 -2.990 0.182
H 0.611 -2.014 -0.960
H -2.111 3.414 0.168
H -0.597 3.241 -0.627
H -1.528 0.460 -2.808
H -0.341 1.948 -2.656
H -1.210 -2.732 3.309
H 3.426 -1.131 -0.122
H 2.176 0.333 1.693
H -3.078 1.638 -1.309
H 3.079 -2.130 -1.397
H 0.553 -3.111 2.793
H -1.856 2.138 -3.338
H 0.150 -1.717 3.759
H -2.068 3.854 -1.545
```

Calculated values
**LUMO energy**: 0.032 Eh
**HOMO level**: -0.31442 Eh
**E**: -12139.7820 eV
**Energy relative to the best compared isomer or geometry (same formula, charge and spin)**: 65.24 kcal per mole

***

- What is the E in the seventh record?
  -12139.7820 eV